The following is a quantum chemistry calculation of C25H45N2P3SSeV as an isolated structure in a non-equilibrium geometry, from the Open Molecules 2025 dataset.

Its multiplicity is 3. As for the expectation value of S²: 2.058. The calculation puts the HOMO-LUMO gap (alpha / beta) at 4.382 / 3.684 eV. As for the LUMO energy (alpha / beta): -10.92 / -11.61 eV. The total charge is +3. The calculated total energy comes out at -5855.7821 a.u. As for the HOMO energy (alpha / beta): -15.306 / -15.298 eV.

```
78
C25H45N2P3SSeV ωB97M-V with the def2-TZVPD basis set
Se 0.35 -1.72 1.81
V -0.02 0.14 0.03
S 0.87 -1.56 -1.50
P -0.70 1.86 1.34
P -2.16 -0.52 -0.57
P 2.18 0.92 -0.23
N -0.64 -1.06 4.31
N 1.49 -0.42 3.93
C 3.40 1.13 1.16
C 0.18 -0.89 -5.99
C 1.01 -2.91 -9.12
C -1.18 3.39 0.41
C -2.19 1.74 2.43
C 1.91 0.57 6.15
C 1.14 -0.07 5.18
C 0.33 -2.17 -5.45
C 0.55 -2.34 -4.09
C 0.62 -1.23 -3.22
C 3.34 0.09 -1.41
C 2.20 2.64 -0.88
C -0.78 -0.23 6.64
C -0.15 -0.46 5.41
C -1.96 -1.67 4.17
C 0.47 0.05 -3.77
C 1.31 0.81 7.40
C -0.03 0.41 7.64
C -3.08 0.70 -1.60
C 0.25 0.22 -5.14
C -3.47 -0.95 0.68
C -2.34 -2.02 -1.63
C 0.43 2.59 2.61
C 1.35 -4.11 -8.67
C 0.38 -1.00 3.40
H -3.46 1.51 -0.98
H -0.26 1.21 -1.19
H 1.87 1.31 8.17
H 2.92 0.14 -2.42
H 0.00 -0.75 -7.05
H -3.20 -0.60 1.67
H -1.47 4.20 1.09
H 0.66 -3.34 -3.68
H -2.13 0.84 3.05
H 2.37 -4.35 -8.39
H -0.01 -2.67 -9.40
H 1.74 -2.11 -9.23
H -2.25 2.61 3.10
H 0.79 1.80 3.27
H -3.11 1.69 1.84
H -2.09 -2.12 3.16
H 3.20 2.91 -1.25
H 0.28 -3.04 -6.10
H 0.61 -4.91 -8.56
H 2.93 0.86 5.95
H 0.14 1.22 -5.54
H -2.02 -1.79 -2.64
H 1.29 3.06 2.14
H 4.31 0.61 -1.40
H -0.09 3.34 3.21
H -2.01 3.14 -0.25
H 0.54 0.91 -3.11
H -3.58 -2.04 0.71
H 2.42 -0.28 3.47
H -2.75 -0.92 4.34
H -2.37 1.12 -2.32
H 3.49 -0.95 -1.11
H 3.88 0.18 1.38
H 2.91 1.50 2.06
H 1.91 3.32 -0.08
H 4.17 1.85 0.86
H -1.72 -2.82 -1.24
H -1.80 -0.55 6.82
H -0.34 3.71 -0.21
H 1.47 2.73 -1.69
H -3.40 -2.33 -1.64
H -3.91 0.23 -2.14
H -4.42 -0.51 0.38
H -2.07 -2.48 4.92
H -0.48 0.60 8.61
```